(1)
Molecular formula: CH3BrNO2S
Method: DFT, wB97M-V/def2-TZVPD

Net charge = -1
Highest occupied orbital energy (alpha / beta) = -3.84 / -3.84 eV
Energy above the lowest of the compared OMol25 structures with the same formula, charge and spin = 62.40 kcal per mole

Element x y z (Å)
C -0.630 0.007 0.961
N 0.449 -1.000 -0.465
O 0.019 1.112 -1.860
O 1.768 1.206 -0.104
S 1.272 0.503 -1.276
Br -1.257 -1.405 2.127
H -1.488 0.252 0.419
H 0.317 0.440 1.085
H -0.452 -1.115 -0.888

Results of the natural (NBO) charge analysis, in e, for atoms 1 through 2:
1. C -0.35
2. N -0.86



(2)
Molecular formula: C4H33NO16
Method: DFT, wB97M-V/def2-TZVPD

Highest occupied orbital energy = -10.52 eV
Energy above the lowest of the compared OMol25 structures with the same formula, charge and spin = 81.05 kcal per mole

Element x y z (Å)
C 0.093 3.314 -3.260
N 0.201 3.106 -1.867
C 0.691 4.229 -0.993
C 0.512 1.763 -1.296
C -0.522 0.678 -1.481
O -1.274 0.582 -2.539
O -0.501 -0.311 -0.767
O -0.341 2.450 -3.975
H 0.284 4.342 -3.606
H 0.357 5.162 -1.467
H 0.067 4.183 -0.124
H 1.847 4.341 -1.031
H 1.516 1.474 -1.483
H 0.502 1.914 -0.223
H -1.141 1.078 -3.390
H 3.977 -1.208 3.098
H 2.759 -2.061 3.493
O 3.078 -1.131 3.460
H -1.829 0.388 4.376
H -0.825 -0.484 5.157
O -1.102 -0.222 4.288
H 2.318 -4.344 2.924
H 0.820 -3.753 3.106
O 1.752 -3.650 3.227
H -3.018 -0.654 -2.675
H -2.197 -1.168 -1.307
O -2.975 -1.099 -1.844
H -4.149 0.933 1.907
H -3.675 1.521 3.280
O -3.464 0.926 2.569
H -0.533 -3.208 -4.735
H 0.048 -2.090 -3.931
O 0.354 -2.814 -4.501
H -4.272 -0.039 -0.567
H -4.022 1.260 -1.079
O -4.692 0.819 -0.539
H 0.168 0.329 1.958
H 1.568 0.108 2.494
O 1.092 0.305 1.634
H -1.304 -2.505 1.854
H -0.999 -2.653 0.361
O -1.161 -3.150 1.162
H -1.487 -3.977 -3.063
H -2.713 -3.157 -3.421
O -2.073 -3.777 -3.800
H 2.992 -2.096 -1.360
H 2.310 -2.228 0.019
O 3.158 -2.305 -0.439
H 2.060 2.804 2.109
H 0.756 2.270 2.567
O 1.174 3.116 2.354
H 4.212 -0.417 0.800
H 4.894 1.001 1.123
O 4.707 0.101 1.444

Results of the natural (NBO) charge analysis, in e, for atoms 1 through 2:
1. C 0.56
2. N -0.45